The following is a quantum chemistry calculation of C15H18Cl2N2O5 in the gas phase, from the Open Molecules 2025 dataset.

Summary:
M   377.22 g mol⁻¹
SMILES   COC(=O)CCC(=O)NNC(=O)CCCOc1ccc(Cl)cc1Cl
ΔE to the lowest compared entry with this formula, charge and spin   91.2 kJ/mol
Max |F|   0.017 hartree/bohr
HOMO   -8.454 eV
Spin multiplicity   1
LUMO energy   0.595 eV

```
42
Properties=species:S:1:pos:R:3:forces:R:3
C -5.1243 -2.3889 -1.6721 -0.29 0.29 -0.08
H -5.9066 -2.0835 -0.9749 0.04 -0.03 -0.08
H -5.4710 -3.1989 -2.3078 0.03 0.03 0.04
H -4.8326 -1.5265 -2.2743 -0.04 -0.07 0.03
O -4.0003 -2.8960 -0.9614 0.21 -0.28 0.03
C -3.4514 -2.0825 -0.0606 0.17 -0.15 0.08
O -3.8594 -0.9724 0.1717 -0.22 0.05 0.00
C -2.2788 -2.7467 0.6257 -0.02 0.16 0.11
H -1.5855 -3.1043 -0.1380 -0.05 -0.07 0.01
H -2.6644 -3.6244 1.1495 0.02 -0.01 -0.08
C -1.5666 -1.8152 1.6094 0.02 -0.05 -0.22
C -0.7048 -0.8037 0.8722 -0.20 0.08 0.28
O 0.4784 -0.9701 0.6331 0.18 -0.14 -0.07
N -1.3696 0.2962 0.4750 -0.22 0.86 -0.08
N -0.7222 1.2847 -0.2627 0.14 -0.87 0.00
C -0.9154 2.6014 0.0091 0.08 0.01 -0.35
O -1.7688 2.9937 0.7743 -0.17 0.14 0.29
C 0.0136 3.5041 -0.7814 0.04 0.08 0.24
H -0.5306 4.4125 -1.0405 -0.06 -0.11 -0.03
H 0.3353 3.0028 -1.6930 -0.02 0.03 -0.04
C 1.2418 3.8886 0.0542 0.13 -0.40 -0.08
H 1.9108 4.4808 -0.5719 0.00 0.06 0.05
C 2.0023 2.6749 0.5912 -0.03 0.40 0.34
H 2.9662 3.0037 1.0007 -0.10 -0.10 -0.02
H 1.4315 2.1833 1.3903 0.08 -0.02 -0.06
O 2.1996 1.7673 -0.4766 0.04 -0.05 -0.16
C 2.8195 0.5855 -0.2362 0.20 -0.31 -0.13
C 3.5119 0.2524 0.9200 -0.16 0.28 -0.12
C 4.1190 -0.9851 1.0482 -0.02 -0.15 -0.13
C 4.0380 -1.9024 0.0176 -0.13 0.29 0.02
C 3.3464 -1.6026 -1.1464 0.01 0.11 0.16
C 2.7427 -0.3690 -1.2582 0.20 0.18 0.25
Cl 1.8374 0.0179 -2.6721 -0.17 -0.01 -0.27
H 3.2656 -2.3242 -1.9432 -0.01 -0.04 -0.07
Cl 4.7938 -3.4445 0.1752 0.15 -0.30 0.04
H 4.6480 -1.2342 1.9542 0.06 -0.04 0.06
H 3.5745 0.9514 1.7378 -0.01 0.09 0.07
H 0.9326 4.4968 0.9049 0.05 0.03 0.01
H 0.1175 0.9575 -0.7310 -0.19 0.11 0.03
H -2.3661 0.4242 0.6162 0.25 -0.13 -0.09
H -2.3027 -1.3002 2.2270 0.02 -0.04 0.05
H -0.9053 -2.4046 2.2444 -0.01 0.11 -0.04
```
Forces are in eV/Å.